C46H46ClFN8O5SSr | ωB97M-V with the def2-TZVPD basis set

## Properties
- Net charge: -2

```
109
C46H46ClFN8O5SSr, DFT ωB97M-V with the def2-TZVPD basis set
Sr -0.70 0.09 -0.36
O -4.23 -3.57 -0.66
C -3.61 -4.40 0.20
C -4.34 -5.50 0.66
C -3.74 -6.46 1.46
C -2.40 -6.34 1.79
C -1.69 -5.23 1.36
C -2.28 -4.22 0.62
C -1.49 -2.96 0.25
O -0.16 -2.99 0.71
N -1.71 -2.88 -1.21
N -1.32 -1.81 -1.80
C -1.56 -1.60 -3.08
C -1.34 -0.31 -3.67
C -1.63 -0.13 -5.04
C -1.49 1.10 -5.62
C -1.06 2.19 -4.85
C -0.79 1.94 -3.52
N -0.91 0.75 -2.94
H -3.48 -3.12 -1.14
H -5.37 -5.59 0.35
H -4.31 -7.31 1.80
H -1.90 -7.10 2.38
H -0.65 -5.10 1.63
H -2.01 -2.38 -3.68
H -1.96 -0.98 -5.62
H -1.71 1.24 -6.67
H -0.96 3.18 -5.26
H -0.47 2.75 -2.87
Cl -8.03 -1.35 2.41
C -6.62 -0.96 1.43
C -6.85 -0.39 0.17
C -5.70 -0.03 -0.52
C -4.45 -0.28 -0.01
O -3.32 0.32 -0.76
C -4.15 -1.00 1.20
C -3.00 -1.52 1.74
N -1.74 -1.73 1.09
C -0.50 -2.13 1.94
C -0.87 -2.87 3.15
C -0.18 -2.84 4.34
C 0.94 -2.04 4.56
C 1.33 -1.21 3.52
C 2.45 -0.34 3.64
C 2.84 0.48 2.62
C 2.08 0.47 1.44
N 1.05 -0.33 1.31
C 0.63 -1.18 2.27
C -5.39 -1.23 1.94
H -7.84 -0.22 -0.22
H -5.78 0.48 -1.47
H -3.12 -2.03 2.69
H -1.73 -3.52 3.09
H -0.55 -3.48 5.13
H 1.48 -2.05 5.50
H 3.02 -0.38 4.56
H 3.72 1.11 2.70
H 2.33 1.09 0.59
H -5.31 -1.70 2.91
O -1.28 2.29 0.51
S -1.36 3.37 1.54
C -2.75 4.42 1.00
C -2.20 5.79 0.62
C -0.82 5.53 0.04
C -0.13 4.62 1.04
H -3.53 4.43 1.77
H -3.13 3.89 0.12
H -2.11 6.43 1.51
H -2.87 6.29 -0.08
H -0.25 6.45 -0.12
H -0.90 5.01 -0.92
H 0.17 5.15 1.95
H 0.72 4.07 0.63
C 2.60 1.76 -2.93
N 3.59 2.22 -1.96
C 4.67 1.27 -1.72
C 3.19 3.12 -1.03
O 2.04 3.56 -0.95
N 4.18 3.55 -0.13
C 5.44 4.02 -0.65
C 3.69 4.31 1.00
H 2.18 0.81 -2.58
H 3.08 1.61 -3.90
H 1.83 2.52 -3.03
H 4.25 0.27 -1.76
H 5.09 1.41 -0.72
H 5.46 1.38 -2.47
H 6.24 3.82 0.07
H 5.41 5.11 -0.83
H 5.69 3.53 -1.58
H 2.86 3.79 1.47
H 3.35 5.32 0.72
H 4.49 4.40 1.73
F 6.40 -2.88 2.21
C 5.53 -2.63 1.16
C 4.17 -2.85 1.32
C 3.31 -2.59 0.28
C 3.74 -2.08 -0.98
C 2.85 -1.72 -2.01
C 5.17 -1.94 -1.10
C 6.03 -2.19 -0.04
H 3.79 -3.21 2.27
H 2.25 -2.77 0.43
H 1.81 -2.01 -1.98
H 3.29 -1.31 -2.92
H 5.59 -1.64 -2.05
H 7.10 -2.06 -0.17
N -3.78 2.52 -1.71
C -3.58 1.47 -1.26
```

***

C46H46N2O12 | ωB97M-V with the def2-TZVPD basis set

## Properties
- SMILES string: Oc1ccc(O)cc1.Oc1ccc(O)cc1.Oc1ccc(O)cc1.Oc1ccc(O)cc1.Oc1ccc(O)cc1.Oc1ccc(O)cc1.c1ccncc1.c1ccncc1

```
106
C46H46N2O12, DFT ωB97M-V with the def2-TZVPD basis set
O -0.28 2.27 -0.50
C -0.24 0.90 -0.33
C 0.84 0.08 -0.67
C 0.84 -1.44 -0.30
C -0.37 -2.01 0.15
O -0.43 -3.37 0.30
C -1.44 -1.18 0.44
C -1.42 0.26 0.16
H 0.56 2.70 -0.54
H 1.64 0.62 -1.15
H 1.66 -1.87 -0.69
H -1.14 -3.39 1.15
H -2.28 -1.62 0.61
H -2.37 0.67 0.36
O 2.81 3.22 -1.17
C 1.94 3.98 -1.95
C 1.10 5.00 -1.36
C 0.15 5.84 -2.17
C 0.02 5.56 -3.44
O -0.89 6.23 -4.33
C 0.69 4.44 -4.04
C 1.69 3.65 -3.28
H 3.52 2.72 -1.71
H 1.26 5.33 -0.31
H -0.37 6.72 -1.70
H -1.07 5.83 -5.07
H 0.61 4.24 -5.18
H 2.19 2.86 -3.83
O -4.11 0.49 -7.15
C -2.84 0.37 -6.57
C -2.52 -0.61 -5.59
C -1.13 -0.61 -4.89
C -0.30 0.45 -5.16
O 0.81 0.65 -4.42
C -0.61 1.37 -6.18
C -1.78 1.31 -6.82
H -4.79 0.05 -6.69
H -3.36 -1.31 -5.42
H -0.92 -1.30 -4.13
H 0.98 0.17 -3.61
H 0.28 2.06 -6.33
H -2.08 2.06 -7.53
O 5.26 -3.65 -1.32
C 4.91 -2.59 -0.57
C 5.61 -1.39 -0.66
C 5.28 -0.29 0.31
C 4.16 -0.53 1.27
O 3.80 0.43 2.13
C 3.59 -1.81 1.26
C 3.95 -2.81 0.40
H 4.67 -3.66 -2.05
H 6.32 -1.30 -1.39
H 5.89 0.76 0.19
H 2.96 0.17 2.37
H 2.85 -1.94 2.06
H 3.54 -3.74 0.44
O -1.47 3.89 1.62
C -2.54 3.36 2.22
C -3.84 3.35 1.60
C -5.08 2.91 2.34
C -4.98 2.64 3.77
O -6.00 2.27 4.48
C -3.67 2.57 4.36
C -2.51 3.04 3.65
H -1.57 3.73 0.67
H -4.13 3.50 0.62
H -6.12 3.21 1.98
H -6.80 2.39 3.96
H -3.47 2.15 5.46
H -1.74 3.20 4.16
O -3.01 -1.15 7.34
C -2.99 -1.85 6.12
C -3.37 -1.17 5.04
C -3.34 -1.83 3.59
C -2.70 -3.05 3.61
O -2.73 -3.78 2.42
C -2.28 -3.67 4.80
C -2.31 -3.05 6.09
H -3.33 -0.37 7.04
H -3.86 -0.04 4.99
H -3.52 -1.29 2.59
H -2.55 -4.66 2.55
H -1.77 -4.52 4.80
H -2.06 -3.43 7.08
C 0.09 0.61 2.96
C 0.97 1.52 3.57
C 1.97 1.10 4.34
N 2.25 -0.18 4.72
C 1.38 -1.07 4.13
C 0.22 -0.72 3.27
H -0.82 1.03 2.45
H 0.88 2.57 3.35
H 2.74 1.66 4.82
H 1.68 -2.05 4.21
H -0.60 -1.44 2.96
C 3.49 -5.74 -2.85
C 3.99 -4.90 -3.82
C 3.43 -3.61 -3.98
N 2.37 -3.31 -3.16
C 1.89 -4.15 -2.21
C 2.40 -5.48 -2.06
H 4.09 -6.77 -2.87
H 4.88 -5.15 -4.37
H 3.84 -3.04 -4.72
H 0.93 -4.06 -1.79
H 2.03 -6.26 -1.32
```

***

HOMO in eV, matching the order above: -0.15; -7.99